Entry 1:
This record from the Open Molecules 2025 dataset describes a 3-piece molecular cluster, C20H42BrF4N3O4PS overall at a distorted geometry. The level of theory is ωB97M-V/def2-TZVPD.

Results
Gap between HOMO and LUMO ... 6.6478 eV
Max |F| ... 0.0540 hartree/bohr
Net charge ... +1
LUMO energy ... -4.01 eV

Each line ends with the Löwdin charge.
CARTESIAN COORDINATES (ANGSTROEM)
C1 2.209 -3.312 1.223  0.0984
C2 1.406 -2.235 1.151  -0.1180
N1 1.857 -0.965 0.551  -0.1016
C3 2.229 0.252 1.414  -0.5270
Br1 4.004 -0.194 2.080  0.9002
C4 2.071 1.393 0.369  -0.1929
C5 2.274 2.883 0.751  -0.3098
C6 1.007 3.736 0.902  -0.0449
C7 3.223 3.132 1.940  -0.2158
C8 4.714 3.127 1.529  -0.1033
C9 0.696 0.937 -0.236  -0.1403
C10 -0.490 0.904 0.725  -0.4018
F1 -0.784 -0.380 1.074  0.0963
F2 -0.258 1.546 1.883  0.1260
C11 -1.786 1.502 0.031  -0.2676
F3 -2.707 0.518 -0.115  0.0924
F4 -2.293 2.461 0.824  0.1032
C12 1.141 -0.447 -0.717  -0.2647
P1 0.017 -1.543 -1.687  0.1996
O1 -1.338 -1.955 -1.006  -0.1568
O2 0.827 -2.900 -1.962  -0.1773
S1 -0.280 -0.599 -3.344  0.3857
H1 3.231 -3.274 1.581  0.0740
H2 1.774 -4.265 0.941  0.0896
H3 0.409 -2.280 1.567  0.1308
H4 2.775 -1.231 0.191  0.1121
H5 1.641 0.354 2.316  0.1104
H6 2.925 1.185 -0.278  0.1460
H7 2.813 3.315 -0.092  0.1333
H8 0.636 3.635 1.920  0.0859
H9 0.194 3.463 0.234  0.0693
H10 1.263 4.785 0.799  0.0983
H11 3.029 4.141 2.294  0.1118
H12 3.033 2.440 2.758  0.0893
H13 4.828 2.967 0.456  0.0726
H14 5.185 4.082 1.732  0.0773
H15 5.276 2.332 2.007  0.0244
H16 0.589 1.547 -1.130  0.1539
H17 -1.577 1.897 -0.963  0.1643
H18 1.959 -0.322 -1.420  0.1253
H19 -2.034 -1.461 -1.465  0.0739
H20 1.771 -2.706 -1.934  0.0848
C13 -5.930 4.364 2.362  -0.0713
C14 -5.935 5.888 2.286  -0.4316
C15 -4.863 6.462 1.349  -0.2048
O3 -3.548 6.451 1.875  -0.1820
C16 -2.868 5.219 1.765  -0.1233
N2 -5.831 6.429 3.643  0.0408
H21 -5.119 3.987 2.984  0.0630
H22 -6.862 4.008 2.800  0.0773
H23 -5.838 3.919 1.368  0.0756
H24 -6.904 6.190 1.879  0.1365
H25 -5.093 7.516 1.176  0.1232
H26 -4.885 5.966 0.368  0.1196
H27 -3.137 4.689 0.849  0.0735
H28 -3.065 4.585 2.634  0.0781
H29 -1.798 5.433 1.745  0.0816
H30 -5.945 7.438 3.612  0.0744
H31 -4.872 6.299 3.955  0.0683
C17 0.318 -8.383 -2.952  -0.0662
C18 0.403 -6.879 -3.188  -0.4271
C19 1.517 -6.462 -4.159  -0.2080
O4 2.821 -6.482 -3.607  -0.1993
C20 3.445 -7.756 -3.582  -0.1011
N3 0.532 -6.198 -1.895  0.0411
H32 1.101 -8.738 -2.282  0.0652
H33 -0.636 -8.637 -2.492  0.0777
H34 0.394 -8.935 -3.890  0.0814
H35 -0.543 -6.568 -3.639  0.1372
H36 1.342 -5.419 -4.442  0.1186
H37 1.481 -7.051 -5.083  0.1231
H38 3.165 -8.359 -4.449  0.0935
H39 3.205 -8.296 -2.663  0.0756
H40 4.522 -7.594 -3.603  0.0875
H41 0.484 -5.196 -2.050  0.0302
H42 1.483 -6.354 -1.570  0.0643

***

Entry 2:
This record from the Open Molecules 2025 dataset describes C20H42CuO10 as an isolated structure at a distorted geometry. The level of theory is ωB97M-V/def2-TZVPD.

Results
Gap between HOMO and LUMO ... 2.5468 eV
Max |F| ... 0.0822 hartree/bohr
Net charge ... -1
ΔE to the lowest compared entry with this formula, charge and spin ... 127.2 kcal per mole
LUMO energy ... -0.35 eV

Each line ends with the Löwdin charge.
CARTESIAN COORDINATES (ANGSTROEM)
Cu1 0.539 1.494 0.141  0.5219
C1 -2.103 8.703 -0.447  -0.1542
C2 -1.727 7.232 -0.288  -0.5419
O1 -0.746 6.781 0.628  -0.3632
H1 -1.232 9.145 -0.931  0.0539
H2 -2.354 9.166 0.507  0.0534
H3 -3.022 8.723 -1.032  0.0483
H4 -1.382 6.912 -1.271  0.0692
H5 -2.719 6.847 -0.050  0.0575
C3 6.794 1.962 -0.960  -0.1860
C4 6.271 1.868 0.397  -0.5368
O2 5.121 2.662 0.664  -0.3338
H6 7.670 1.341 -1.147  0.0525
H7 7.088 2.941 -1.338  0.0599
H8 6.093 1.618 -1.720  0.0570
H9 7.118 2.087 1.048  0.0777
H10 6.125 0.794 0.509  0.0752
O3 -3.899 -1.307 0.216  0.0459
C5 -4.850 -1.438 1.033  -0.4468
O4 -4.938 -2.435 1.953  -0.0299
C6 -4.173 -3.589 1.883  -0.2557
C7 -4.630 -4.419 0.704  -0.0656
C8 -5.925 -0.344 1.195  0.0187
H11 -4.334 -4.050 2.858  0.1235
H12 -3.100 -3.398 1.861  0.1256
H13 -5.711 -4.553 0.747  0.0789
H14 -4.178 -5.401 0.841  0.0767
H15 -4.428 -3.980 -0.273  0.0784
H16 -6.316 -0.322 0.178  0.0846
H17 -5.608 0.618 1.600  0.0899
H18 -6.758 -0.630 1.837  0.0731
O5 0.529 2.884 -4.800  0.1240
C9 0.769 3.343 -5.861  -0.4550
O6 -0.241 3.579 -6.877  -0.0675
C10 -1.624 3.331 -6.513  -0.2176
C11 -2.322 3.160 -7.894  -0.0720
C12 2.207 3.599 -6.279  0.0071
H19 -2.106 4.100 -5.908  0.1169
H20 -1.663 2.482 -5.831  0.1079
H21 -3.401 3.197 -7.750  0.0644
H22 -2.061 2.225 -8.389  0.0695
H23 -2.151 3.996 -8.572  0.0698
H24 2.378 4.237 -7.146  0.0736
H25 2.768 2.683 -6.469  0.0861
H26 2.777 4.152 -5.533  0.0894
O7 1.674 -3.692 -0.591  0.0688
C13 1.708 -4.649 -1.395  -0.4413
O8 2.384 -5.870 -1.272  -0.0422
C14 3.438 -5.979 -0.331  -0.2386
C15 2.857 -6.615 0.959  -0.0645
C16 1.023 -4.560 -2.731  0.0047
H27 3.782 -5.008 0.027  0.1124
H28 4.340 -6.463 -0.704  0.1193
H29 1.986 -6.048 1.286  0.0772
H30 3.667 -6.594 1.687  0.0736
H31 2.585 -7.644 0.722  0.0682
H32 0.109 -5.150 -2.797  0.0870
H33 1.697 -4.814 -3.549  0.0866
H34 0.701 -3.527 -2.864  0.0866
O9 -0.131 -0.142 5.216  0.0742
C17 -0.517 -0.331 6.377  -0.5066
O10 0.140 -1.019 7.324  -0.0327
C18 1.531 -1.249 7.341  -0.2130
C19 1.748 -2.518 6.519  -0.0664
C20 -1.935 -0.011 6.773  0.0134
H35 1.921 -1.370 8.351  0.1150
H36 2.077 -0.379 6.976  0.1270
H37 0.833 -3.070 6.303  0.0839
H38 2.548 -3.114 6.959  0.0669
H39 2.202 -2.318 5.548  0.0747
H40 -2.219 0.954 6.352  0.0911
H41 -2.167 -0.124 7.832  0.0830
H42 -2.526 -0.691 6.160  0.0876

***

Entry 3:
This record from the Open Molecules 2025 dataset describes C20H42F9O10Y as an isolated structure at a distorted geometry. The level of theory is ωB97M-V/def2-TZVPD.

Results
Gap between HOMO and LUMO ... 9.1374 eV
Max |F| ... 0.0378 hartree/bohr
Net charge ... 0
ΔE to the lowest compared entry with this formula, charge and spin ... 0.0 kcal per mole
LUMO energy ... 0.22 eV

Each line ends with the Löwdin charge.
CARTESIAN COORDINATES (ANGSTROEM)
Y1 -11.893 18.178 9.947  1.7071
C1 -12.205 21.208 11.399  -0.4424
O1 -12.288 21.745 10.086  -0.1200
O2 -11.675 19.991 11.363  -0.2256
C2 -11.417 22.172 12.304  -0.5442
F1 -10.452 22.833 11.652  0.1489
F2 -12.253 23.103 12.829  0.1171
F3 -10.852 21.539 13.343  0.1427
C3 -13.219 22.789 9.869  -0.2556
C4 -13.055 23.274 8.456  -0.0612
H1 -13.679 24.126 8.205  0.0787
H2 -12.008 23.595 8.366  0.0744
H3 -13.145 22.482 7.710  0.0811
H4 -13.091 23.625 10.565  0.1206
H5 -14.228 22.388 10.059  0.1209
H6 -13.221 21.099 11.829  0.1417
C5 -14.897 19.066 9.021  -0.4724
O3 -14.862 18.969 10.440  -0.1030
O4 -13.706 18.714 8.579  -0.2136
C6 -16.071 18.319 8.373  -0.5599
F4 -17.247 18.904 8.671  0.1301
F5 -15.947 18.364 7.035  0.1436
F6 -16.163 17.027 8.734  0.1412
C7 -15.959 19.424 11.201  -0.2647
C8 -15.588 19.435 12.681  -0.0513
H7 -16.483 19.533 13.290  0.0792
H8 -15.084 18.493 12.911  0.0607
H9 -14.870 20.219 12.917  0.0657
H10 -16.846 18.786 11.101  0.1164
H11 -16.281 20.433 10.905  0.1255
H12 -15.139 20.128 8.769  0.1628
C9 -8.739 17.012 10.711  -0.4745
O5 -8.438 18.289 11.263  -0.0931
O6 -10.019 16.899 10.434  -0.2032
C10 -7.784 16.750 9.547  -0.5580
F7 -8.047 17.427 8.421  0.1301
F8 -6.519 17.068 9.897  0.1391
F9 -7.788 15.449 9.230  0.1409
C11 -7.966 18.328 12.578  -0.2745
C12 -7.574 19.759 12.923  -0.0545
H13 -6.502 19.950 12.892  0.0702
H14 -8.012 20.427 12.179  0.0739
H15 -7.976 20.053 13.891  0.0706
H16 -7.123 17.641 12.730  0.1188
H17 -8.734 18.005 13.299  0.1131
H18 -8.373 16.271 11.458  0.1590
C13 -11.455 13.792 9.336  -0.0571
C14 -12.522 14.630 10.039  -0.2772
O7 -12.746 15.876 9.410  -0.1474
H19 -11.897 13.065 8.650  0.0726
H20 -10.866 13.249 10.076  0.0795
H21 -10.756 14.409 8.772  0.0672
H22 -12.182 14.796 11.059  0.0920
H23 -13.431 14.028 10.130  0.1228
H24 -13.259 15.736 8.608  0.1089
C15 -11.879 16.056 13.740  -0.0695
C16 -12.257 17.414 13.174  -0.2484
O8 -12.842 17.246 11.866  -0.1889
H25 -11.638 16.104 14.805  0.0820
H26 -11.057 15.593 13.196  0.0753
H27 -12.737 15.369 13.734  0.0813
H28 -11.387 18.048 13.020  0.1026
H29 -12.928 17.914 13.874  0.1173
H30 -13.517 16.561 11.908  0.1060
C17 -11.018 15.906 5.773  -0.0680
C18 -10.451 16.985 6.691  -0.2467
O9 -11.421 17.466 7.646  -0.1729
H31 -11.592 15.147 6.315  0.0692
H32 -10.175 15.399 5.304  0.0833
H33 -11.701 16.285 5.008  0.0798
H34 -10.102 17.805 6.061  0.1166
H35 -9.641 16.524 7.246  0.0965
H36 -12.259 17.398 7.170  0.0843
C19 -9.250 21.701 8.349  -0.0541
C20 -9.536 20.232 8.137  -0.2404
O10 -10.870 19.933 8.607  -0.1766
H37 -9.385 21.937 9.407  0.0774
H38 -9.980 22.312 7.800  0.0749
H39 -8.277 22.041 7.998  0.0819
H40 -8.866 19.603 8.712  0.1000
H41 -9.469 19.943 7.085  0.1109
H42 -11.330 20.784 8.689  0.0623